1.
Density functional theory data (wB97M-V/def2-TZVPD) for 2 unconnected molecules or ions with the total composition C10H8N2 at a distorted geometry.

Values from the calculation:
- highest occupied orbital energy (Ha) = -0.27293
- ΔE to the lowest compared entry with this formula, charge and spin (kJ/mol) = 419.7
- M (g/mol) = 156.19
- DFT total energy (eV) = -13475.3326
- orbital gap (eV) = 5.7
- largest force on an atom (eV/Å) = 3.3

Each line ends with the Löwdin charge.
Geometry (Å):
C1 1.28486 -0.07483 1.52865  -0.09
C2 0.71029 1.18129 1.36533  -0.03
C3 -0.63969 1.48900 1.21934  -0.03
C4 -1.71636 0.61058 1.21438  -0.06
C5 -1.73427 -0.76729 1.20992  -0.05
C6 -0.65988 -1.65359 1.22996  -0.03
C7 0.68824 -1.33019 1.40725  -0.02
H1 2.38791 -0.09180 1.55022  0.09
H2 1.40728 2.02635 1.35115  0.12
H3 -0.87731 2.55350 1.16180  0.12
H4 -2.69490 1.09131 1.18563  0.12
H5 -2.72064 -1.24047 1.16746  0.12
H6 -0.89334 -2.72511 1.16627  0.12
H7 1.38422 -2.17907 1.44917  0.13
C8 2.65385 -0.17607 3.51699  -0.24
C9 3.55783 -1.25843 3.52722  -0.30
N1 4.32601 -2.14916 3.45509  0.11
C10 1.83110 -0.11170 4.65230  -0.30
N2 1.08788 0.00672 5.55995  0.10
H8 3.07788 0.79533 3.20563  0.11



2.
Density functional theory data (wB97M-V/def2-TZVPD) for a single C10H8N2 molecule at a distorted geometry.

Values from the calculation:
- highest occupied orbital energy (Ha) = -0.32863
- ΔE to the lowest compared entry with this formula, charge and spin (kJ/mol) = 239.2
- M (g/mol) = 156.19
- DFT total energy (eV) = -13477.2026
- orbital gap (eV) = 9.2
- structure (SMILES) = c1ccc(-c2ncccn2)cc1
- largest force on an atom (eV/Å) = 14.1

Each line ends with the Löwdin charge.
Geometry (Å):
C1 3.31863 0.03627 -0.70730  -0.08
C2 2.81891 -0.85831 0.26402  -0.03
C3 1.40974 -0.88755 0.52761  0.01
C4 0.54902 -0.03805 -0.17589  -0.17
C5 1.11598 0.91797 -1.00830  -0.04
C6 2.44997 0.90916 -1.34063  -0.08
C7 -0.87441 0.00029 0.11532  -0.24
C8 -2.51340 -0.60854 1.53935  -0.20
C9 -3.44455 -0.12088 0.71630  -0.10
C10 -3.01996 0.50031 -0.39105  -0.08
H1 4.37283 0.14229 -0.70350  0.09
H2 3.50825 -1.58774 0.74842  0.11
H3 1.02097 -1.29151 1.20184  -0.02
H4 0.40965 1.47933 -1.64288  0.12
H5 2.69040 1.64570 -1.98636  0.07
H6 -2.91977 -1.02289 2.57460  0.15
H7 -4.54036 -0.09619 0.79496  0.12
H8 -3.46602 1.01780 -1.11508  0.07
N1 -1.21496 -0.69564 1.36024  0.15
N2 -1.67094 0.55818 -0.77167  0.14



3.
Density functional theory data (wB97M-V/def2-TZVPD) for 2 unconnected molecules or ions with the total composition C10H8N2O2P at a distorted geometry.

Values from the calculation:
- charge = -1
- highest occupied orbital energy (spin up / spin down) (Ha) = -0.14587 / -0.14591
- ΔE to the lowest compared entry with this formula, charge and spin (kJ/mol) = 156.2
- M (g/mol) = 219.16
- DFT total energy (eV) = -26863.6537
- orbital gap (spin up / spin down) (eV) = 7.4 / 7.4
- largest force on an atom (eV/Å) = 3.1

Each line ends with the Löwdin charge.
Geometry (Å):
C1 2.65691 0.64140 -1.51211  -0.09
C2 2.48331 -0.57915 -2.24977  -0.07
C3 2.27013 0.77476 -0.15349  -0.09
C4 1.83353 -1.60864 -1.60879  -0.11
C5 1.83903 -0.37096 0.42437  -0.13
C6 -3.87543 0.13857 0.24262  -0.10
C7 -2.89279 0.24818 1.26151  -0.23
C8 -3.62590 -0.90156 -0.67464  -0.21
C9 1.61762 -1.53521 -0.27393  -0.32
C10 -1.56403 -1.43595 0.32100  -0.21
N1 -1.75516 -0.37193 1.16463  -0.02
N2 -2.55457 -1.70571 -0.56445  -0.02
O1 0.72169 -4.18560 -0.20962  -0.36
O2 1.38356 -3.10199 1.97797  -0.35
P1 0.93058 -2.96090 0.58276  0.55
H1 2.82036 1.55254 -2.04950  0.07
H2 2.73392 -0.46690 -3.31094  0.10
H3 2.49707 1.66776 0.52018  0.12
H4 1.53896 -2.54496 -2.05192  0.10
H5 1.56622 -0.26933 1.42669  0.09
H6 -4.78388 0.72920 0.34912  0.07
H7 -2.93498 1.01435 2.05498  0.09
H8 -4.09943 -0.97126 -1.66686  0.09



4.
Density functional theory data (wB97M-V/def2-TZVPD) for a single C10H8N2OS molecule at a distorted geometry.

Values from the calculation:
- highest occupied orbital energy (Ha) = -0.31275
- ΔE to the lowest compared entry with this formula, charge and spin (kJ/mol) = 273.2
- M (g/mol) = 204.25
- DFT total energy (eV) = -26359.6253
- orbital gap (eV) = 8.0
- structure (SMILES) = O=NCc1ccc(-c2cccnc2)s1
- largest force on an atom (eV/Å) = 3.1

Each line ends with the Löwdin charge.
Geometry (Å):
O1 -4.16362 -3.66401 2.57976  0.00
N1 -3.31728 -3.16643 1.85363  -0.05
N2 0.19863 2.51669 -1.81482  0.06
S1 -1.61559 -0.92988 0.65725  1.07
C1 0.80893 -1.84649 0.29560  -0.11
C2 0.19201 -2.73464 1.22608  -0.13
C3 -0.03707 -0.83915 -0.15387  -0.46
C4 -1.10779 -2.39860 1.46666  -0.52
C5 1.05161 2.26246 -2.80230  -0.17
C6 -0.17048 1.49507 -1.00934  -0.09
C7 1.57743 0.99706 -3.06072  -0.06
C8 1.21770 -0.07671 -2.20286  -0.01
C9 0.27697 0.15939 -1.16662  -0.23
C10 -1.99915 -3.17720 2.46879  -0.19
H1 1.79506 -2.02914 -0.11970  0.11
H2 0.63357 -3.64410 1.57670  0.10
H3 1.33138 3.04627 -3.49460  0.10
H4 -0.89046 1.73652 -0.23636  0.10
H5 2.26806 0.83799 -3.89196  0.10
H6 1.66968 -1.07709 -2.29759  0.11
H7 -2.06257 -2.61505 3.40212  0.12
H8 -1.63488 -4.19742 2.65365  0.13



5.
Density functional theory data (wB97M-V/def2-TZVPD) for 2 unconnected molecules or ions with the total composition C10H9BrO at a distorted geometry.

Values from the calculation:
- highest occupied orbital energy (spin up / spin down) (Ha) = -0.31270 / -0.25453
- ΔE to the lowest compared entry with this formula, charge and spin (kJ/mol) = 505.7
- M (g/mol) = 225.09
- DFT total energy (eV) = -82599.6252
- orbital gap (spin up / spin down) (eV) = 7.8 / 6.5
- largest force on an atom (eV/Å) = 5.1

Each line ends with the Löwdin charge.
Geometry (Å):
C1 -0.76492 0.03830 3.23193  0.12
C2 -0.87472 0.24439 2.03204  -0.13
C3 0.43223 -1.92859 -2.40538  -0.08
C4 0.79743 -2.15927 -1.04981  -0.06
C5 -0.35543 -0.81008 -2.65550  -0.10
C6 0.38922 -1.30868 -0.02242  -0.01
C7 -0.73151 0.07102 -1.66682  -0.01
C8 -0.48456 -0.19799 -0.25749  -0.16
C9 1.19533 2.21722 1.20148  -0.46
C10 -0.98187 0.65894 0.69587  -0.37
O1 -1.69479 1.73579 0.34446  0.08
Br1 2.08547 1.34465 2.66555  0.61
H1 -0.77589 -0.26311 4.18211  0.00
H2 0.65428 -2.54393 -3.15486  0.05
H3 1.41763 -3.11840 -0.81220  0.14
H4 -0.52853 -0.50583 -3.79880  0.15
H5 0.75032 -1.50265 0.87012  0.05
H6 -1.32808 0.79481 -1.98589  0.06
H7 1.09685 3.28947 1.12351  -0.01
H8 1.63701 1.79972 0.26866  0.00
H9 -1.93547 2.14423 1.19343  0.13



6.
Density functional theory data (wB97M-V/def2-TZVPD) for a molecular structure, C10H9Cl5CoNO4P at a distorted geometry.

Values from the calculation:
- highest occupied orbital energy (spin up / spin down) (Ha) = -0.33821 / -0.33437
- ΔE to the lowest compared entry with this formula, charge and spin (kJ/mol) = 26.3
- M (g/mol) = 474.36
- DFT total energy (eV) = -129724.3487
- multiplicity = 2
- orbital gap (spin up / spin down) (eV) = 7.9 / 8.7
- largest force on an atom (eV/Å) = 1.1

Each line ends with the Mulliken spin population.
Geometry (Å):
Co1 0.50929 0.37621 0.47757  1.19
Cl1 -2.15459 -1.97286 0.09133  0.00
C1 -0.50462 -2.52661 0.18168  0.02
C2 0.52341 -1.61136 0.37464  -0.12
C3 1.79395 -2.15218 0.47844  0.00
Cl2 3.13051 -1.04890 0.67968  0.00
C4 2.06007 -3.51763 0.41145  -0.01
Cl3 3.66588 -4.11555 0.57191  0.00
C5 1.00534 -4.39774 0.19914  0.01
Cl4 1.30175 -6.08774 0.09390  0.00
C6 -0.28860 -3.89901 0.07549  -0.01
Cl5 -1.60238 -4.97917 -0.19831  0.00
O1 3.23843 3.21807 1.85821  -0.02
C7 2.32835 2.54507 1.50019  -0.01
N1 1.42259 1.85154 1.13674  0.00
C8 -2.18544 3.60096 -1.20359  0.00
O2 -1.13162 2.65796 -0.89352  0.00
P1 -1.43973 1.21890 -0.31824  -0.05
O3 -2.45886 0.58935 -1.35112  0.00
C9 -1.94230 0.13076 -2.61714  0.00
O4 -2.42910 1.47627 0.90223  -0.01
C10 -2.23731 0.88726 2.20155  0.01
H1 -1.79553 4.26685 -1.96548  0.00
H2 -2.43279 4.16636 -0.30808  0.00
H3 -3.07477 3.09427 -1.57306  0.00
H4 -1.94655 0.94569 -3.33734  0.00
H5 -2.58808 -0.66807 -2.95985  0.00
H6 -0.92601 -0.25563 -2.51539  0.00
H7 -2.46743 1.64805 2.93929  0.00
H8 -1.21465 0.56123 2.35840  0.00
H9 -2.89844 0.03479 2.31874  0.00



7.
Density functional theory data (wB97M-V/def2-TZVPD) for a molecular structure, C10H9Cl7CuF15MgNaO15S5 at a distorted geometry.

Values from the calculation:
- highest occupied orbital energy (spin up / spin down) (Ha) = -0.38909 / -0.38909
- M (g/mol) = 1173.48
- DFT total energy (eV) = -278332.4230
- multiplicity = 2
- orbital gap (spin up / spin down) (eV) = 10.0 / 6.8
- largest force on an atom (eV/Å) = 1.6

Each line ends with the Mulliken spin population.
Geometry (Å):
Na1 -3.28183 -1.30255 1.81264  0.00
Cu1 -0.67766 2.60331 0.35170  0.85
Mg1 -2.36385 -0.30303 -2.85908  0.00
C1 1.11109 2.22624 -3.75680  0.00
F1 1.66561 3.41570 -3.86709  0.00
F2 1.08292 1.62466 -4.94078  0.00
F3 1.83184 1.47787 -2.90507  0.00
S1 -0.58367 2.40719 -3.14445  0.00
O1 -1.14615 1.07672 -3.38692  0.00
O2 -0.39079 2.69560 -1.73108  0.02
O3 -1.16305 3.44579 -3.91677  0.00
C2 1.05635 -1.76709 -0.51290  0.00
F4 1.39050 -2.46454 0.56493  0.00
F5 2.03980 -0.90439 -0.78666  0.00
F6 0.93455 -2.60295 -1.54484  0.00
S2 -0.51917 -0.85291 -0.24868  0.00
O4 -0.15021 0.50820 0.06785  0.00
O5 -1.14809 -0.91999 -1.55793  0.00
O6 -1.22088 -1.53609 0.78806  0.00
C3 -5.12853 2.56211 -0.73780  0.01
F7 -5.53109 3.06067 0.42466  0.00
F8 -6.03672 1.72365 -1.21277  0.00
F9 -4.92282 3.54015 -1.60958  0.00
S3 -3.60426 1.60783 -0.49248  0.00
O7 -3.87419 0.62320 0.49236  0.00
O8 -3.30850 1.04314 -1.78948  0.00
O9 -2.60835 2.60597 -0.11062  0.03
C4 -3.23794 -4.11568 -1.53472  0.00
F10 -3.44651 -4.84550 -0.43364  0.00
F11 -1.92944 -3.77791 -1.58637  0.00
F12 -3.52873 -4.84554 -2.60529  0.00
S4 -4.28647 -2.62147 -1.50074  0.00
O10 -4.17625 -2.12840 -0.14778  0.00
O11 -3.58603 -1.74089 -2.45216  0.00
O12 -5.56800 -3.05171 -1.94061  0.00
C5 0.65297 0.41576 3.61171  0.00
F13 0.66552 -0.38448 4.67619  0.00
F14 1.55746 1.39125 3.79159  0.00
F15 1.01150 -0.29606 2.53963  0.00
S5 -1.00917 1.14461 3.39726  0.00
O13 -0.79579 1.97796 2.19045  0.05
O14 -1.85125 -0.00034 3.18570  0.00
O15 -1.24106 1.91623 4.56180  0.01
Cl1 1.37825 5.39496 -0.98629  0.00
C6 2.77080 5.00114 0.06251  0.00
C7 3.23987 3.58923 -0.16221  0.00
Cl2 1.97708 2.41550 0.28324  0.02
H1 2.43961 5.13841 1.08952  0.00
H2 3.55575 5.71690 -0.16046  0.00
H3 4.08794 3.35883 0.47582  0.00
H4 3.50718 3.42762 -1.20363  0.00
Cl3 3.97532 -4.27046 4.10708  0.00
C8 2.66023 -3.50054 3.16996  0.00
C9 1.63047 -4.51827 2.78850  0.00
Cl4 2.34242 -5.71589 1.64754  0.00
H5 3.04907 -3.05957 2.25636  0.00
H6 2.23982 -2.71501 3.79430  0.00
H7 0.83087 -4.04070 2.22342  0.00
H8 1.20636 -5.07015 3.61835  0.00
C10 5.23019 -1.14444 -0.52171  0.00
Cl5 4.64983 0.14443 0.49559  0.00
Cl6 5.09928 -2.68886 0.35205  0.00
Cl7 6.85720 -0.84656 -1.08981  0.00
H9 4.58877 -1.24886 -1.38359  0.00



8.
Density functional theory data (wB97M-V/def2-TZVPD) for a molecular structure, C10H9ClIIrNO at a distorted geometry.

Values from the calculation:
- charge = +2
- highest occupied orbital energy (spin up / spin down) (Ha) = -0.47971 / -0.61642
- ΔE to the lowest compared entry with this formula, charge and spin (kJ/mol) = 54.0
- M (g/mol) = 513.76
- DFT total energy (eV) = -37490.4377
- multiplicity = 6
- orbital gap (spin up / spin down) (eV) = 5.3 / 5.1
- largest force on an atom (eV/Å) = 4.6

Each line ends with the Mulliken spin population.
Geometry (Å):
Ir1 -0.67790 1.74581 -0.26993  1.97
C1 -1.44181 4.15409 -1.89239  -0.03
H1 -1.46309 3.03739 -1.28194  0.00
H2 -1.55444 4.73732 -0.94531  0.00
H3 -2.40905 4.06576 -2.44908  0.00
H4 -0.62424 4.62822 -2.56536  0.00
H5 -0.71788 2.49608 1.15284  0.02
Cl1 1.18950 -4.56284 1.03695  0.13
C2 0.64711 -3.18031 0.21259  0.34
C3 0.06388 -3.27228 -1.01757  0.20
C4 -0.38009 -2.11985 -1.74310  0.27
I1 -1.35379 -2.28190 -3.55205  0.65
C5 -0.18454 -0.84215 -1.13777  0.22
O1 -0.74831 0.24852 -1.53872  0.29
C6 0.48652 -0.78211 0.14565  0.18
N1 0.35317 0.41097 0.73469  0.17
C7 0.90109 0.69888 1.96683  0.28
C8 1.39183 -0.40220 2.71873  0.02
C9 1.36736 -1.64458 2.17741  0.26
C10 0.90005 -1.92608 0.89045  0.03
H6 -0.07369 -4.24209 -1.48578  -0.01
H7 0.88027 1.70808 2.31159  0.00
H8 1.73758 -0.16729 3.75126  0.01
H9 1.71049 -2.50745 2.78000  0.01